# 1
Density functional theory data (ωB97M-V with the def2-TZVPD basis set) for a cluster of 2 separate species, C20H34BNO5S2 in total at a distorted geometry.

Last column: Mulliken charge in e.
CARTESIAN COORDINATES (ANGSTROEM)
C 5.834 -0.813 0.533  -0.87
C 4.728 -0.904 -0.670  -0.50
N 3.967 0.387 -0.631  0.34
C 4.123 1.203 -1.874  -0.57
C 4.074 2.748 -1.449  -0.98
C 2.566 0.215 -0.226  -0.43
S 2.269 -0.019 1.424  -0.19
S 1.093 0.187 -1.347  -0.15
C 0.490 -1.558 -1.601  -0.62
C -0.693 -1.921 -0.561  -0.32
C -2.008 -2.423 -1.406  -0.67
B -3.032 -1.160 -1.404  0.14
C -2.599 0.304 -1.975  -0.45
O -1.752 0.252 -3.173  -0.16
C -2.145 1.407 -3.955  0.54
C -3.386 1.212 -4.957  -0.80
O -1.576 2.528 -3.848  -0.55
C -4.541 -1.359 -0.767  -0.69
O -5.431 -0.239 -1.039  -0.41
C -5.483 0.686 0.037  0.54
C -6.815 1.508 0.216  -0.51
C -6.974 2.586 1.344  -0.31
C -5.799 2.925 2.343  -0.47
C -4.503 2.085 2.160  -0.54
C -4.342 1.005 1.034  0.03
H 5.373 -0.114 1.330  0.20
H 6.722 -0.217 0.098  0.27
H 6.128 -1.835 0.945  0.33
H 4.053 -1.801 -0.458  0.22
H 5.236 -1.094 -1.683  0.43
H 5.199 1.009 -2.259  0.41
H 3.427 0.917 -2.734  0.36
H 3.032 3.089 -1.099  0.25
H 4.360 3.413 -2.344  0.37
H 4.865 2.972 -0.636  0.25
H 0.065 -1.604 -2.673  0.40
H 1.361 -2.288 -1.453  0.37
H -0.381 -2.820 0.091  0.36
H -0.938 -1.072 0.166  0.20
H -2.481 -3.258 -0.760  0.24
H -1.744 -2.790 -2.455  0.33
H -1.974 0.819 -1.139  0.16
H -3.480 1.009 -2.181  0.43
H -2.957 1.231 -6.014  0.31
H -4.154 2.047 -4.834  0.30
H -3.886 0.212 -4.684  0.23
H -4.509 -1.657 0.347  0.45
H -4.991 -2.273 -1.324  0.29
H -7.700 1.350 -0.481  0.31
H -7.955 3.156 1.466  0.30
H -5.914 3.737 3.141  0.32
H -3.642 2.286 2.889  0.29
H -3.339 0.472 0.969  0.23
C 4.231 -2.378 4.586  -0.07
C 3.770 -1.340 5.598  -0.46
O 4.233 -0.049 5.194  -0.56
O 5.651 -2.355 4.484  -0.52
H 3.919 -3.382 4.880  0.31
H 3.827 -2.153 3.592  0.07
H 4.204 -1.544 6.579  0.29
H 2.680 -1.320 5.685  0.29
H 3.734 0.201 4.402  0.32
H 5.909 -1.422 4.561  0.34

For the relative energy (zero: lowest compared OMol25 entry of this formula, charge and spin), the calculation gives 6.660 eV. The calculation puts the HOMO energy at -8.4 eV. Its SMILES is CCN(CC)C(=S)SCCCB(COC(C)=O)COc1ccccc1.OCCO. The value obtained for the LUMO energy is -0.8 eV. Its frontier orbital gap is 0.2796 Eh. The multiplicity is 1.

---

# 2
Density functional theory data (ωB97M-V with the def2-TZVPD basis set) for a structure of composition C20H34ClCrFN3O4 at a distorted geometry.

Last column: Mulliken charge in e.
CARTESIAN COORDINATES (ANGSTROEM)
O -1.843 -0.697 -3.309  -0.61
C -1.363 -1.665 -2.745  -0.90
C -2.007 -2.569 -1.757  0.75
C -2.476 -2.060 -0.538  0.40
H -2.021 -1.178 -0.081  0.26
C -3.548 -2.727 0.063  -0.95
H -4.023 -2.291 0.945  0.39
C -4.050 -3.899 -0.519  -0.56
H -4.964 -4.352 -0.128  0.32
C -3.334 -4.552 -1.542  -0.33
H -3.681 -5.526 -1.894  0.33
C -2.242 -3.912 -2.116  -0.55
H -1.600 -4.395 -2.860  0.33
H -0.268 -1.862 -2.871  0.20
C 2.443 -1.836 -0.686  -0.96
C 1.601 -1.662 0.520  0.75
H 2.625 -2.887 -0.969  0.41
H 3.418 -1.351 -0.524  0.24
H 2.005 -1.353 -1.586  0.00
C 0.975 -2.692 1.110  0.08
C 1.706 -3.855 1.734  -1.34
H -0.123 -2.694 1.123  0.19
H 1.250 -4.802 1.420  0.34
H 1.635 -3.785 2.825  0.27
H 2.781 -3.875 1.479  0.35
Cr 0.892 0.230 0.804  0.32
Cl 2.490 -0.229 2.337  -0.61
C 0.675 2.032 3.025  0.26
O 0.750 2.101 1.767  -0.44
N 1.251 2.884 3.883  0.18
C 2.060 4.010 3.436  -0.95
C 1.357 2.525 5.291  -0.86
H 0.113 1.204 3.483  0.28
H 1.915 4.171 2.371  0.24
H 3.114 3.814 3.649  0.31
H 1.769 4.902 3.992  0.35
H 0.765 1.623 5.489  0.28
H 0.997 3.329 5.945  0.32
H 2.400 2.328 5.585  0.29
H -4.760 1.484 -1.737  0.33
H -4.050 2.532 0.605  0.38
C -4.054 0.707 -1.419  -1.03
C -3.221 1.810 0.654  -0.87
N -2.947 1.306 -0.685  0.31
H -3.677 0.176 -2.300  0.33
C -1.711 1.362 -1.209  -0.32
O -0.668 1.545 -0.549  -0.47
H -2.319 2.276 1.062  0.12
H -1.704 1.241 -2.303  0.59
H -4.572 -0.006 -0.766  0.34
H -3.536 0.978 1.301  0.26
H 4.348 3.123 -2.190  0.33
H 2.554 3.186 -4.189  0.31
C 4.128 2.048 -2.168  -1.00
C 2.395 2.127 -3.969  -0.90
N 2.751 1.832 -2.590  0.29
H 4.246 1.662 -1.149  0.25
C 1.881 1.322 -1.726  0.85
O 2.201 1.033 -0.537  -0.66
H 1.344 1.885 -4.138  0.27
H 0.861 1.159 -2.091  -0.08
H 4.802 1.532 -2.864  0.32
H 3.014 1.552 -4.664  0.32
F -0.752 -0.320 1.471  -0.65

The calculation puts the HOMO energy (alpha / beta) at -0.3 / -3.1 eV. The value obtained for the LUMO energy (alpha / beta) is 2.3 / 2.3 eV. As for the expectation value of S²: 6.172. Its frontier orbital gap (alpha / beta) is 0.0962 / 0.2014 Eh. As for the charge: -1. The multiplicity is 5.

---

# 3
Density functional theory data (ωB97M-V with the def2-TZVPD basis set) for a structure of composition C20H34ClFHgN3O4 at a distorted geometry.

Last column: Mulliken charge in e.
CARTESIAN COORDINATES (ANGSTROEM)
O -0.711 -1.056 -2.354  -0.79
C 0.585 -0.890 -2.599  -0.33
C 1.438 -2.156 -2.444  0.02
C 1.713 -2.726 -1.206  0.20
H 1.343 -2.239 -0.300  0.81
C 2.494 -3.888 -1.143  -0.93
H 2.679 -4.351 -0.172  0.41
C 3.059 -4.416 -2.309  -0.47
H 3.663 -5.322 -2.261  0.34
C 2.839 -3.787 -3.538  -0.52
H 3.329 -4.143 -4.444  0.36
C 1.995 -2.680 -3.606  -0.54
H 1.796 -2.185 -4.565  0.29
H 0.615 -0.657 -3.704  0.08
C 0.757 1.704 -2.529  -1.68
C 1.343 0.399 -2.079  1.01
H 1.485 2.204 -3.193  0.54
H 0.581 2.386 -1.679  0.22
H -0.179 1.499 -3.065  0.29
C 2.613 0.327 -1.610  -0.07
C 3.605 1.461 -1.564  -1.39
H 3.068 -0.639 -1.368  0.39
H 4.413 1.255 -2.294  0.32
H 4.079 1.502 -0.572  0.24
H 3.181 2.452 -1.794  0.34
Hg 1.120 0.952 1.061  1.46
Cl 1.770 3.142 1.154  -0.59
C 0.295 1.525 4.013  0.12
O -0.610 1.133 3.264  -0.62
N 0.243 2.641 4.762  0.24
C -1.012 3.337 4.978  -0.94
C 1.397 3.099 5.514  -0.92
H 1.273 0.998 4.130  0.30
H -1.742 3.032 4.226  0.26
H -0.807 4.407 4.923  0.32
H -1.396 3.103 5.977  0.32
H 2.290 2.598 5.133  0.28
H 1.285 2.865 6.582  0.33
H 1.493 4.184 5.398  0.30
H -1.787 -5.006 0.322  0.30
H -2.151 -3.564 2.800  0.35
C -1.111 -4.146 0.187  -0.97
C -1.453 -2.880 2.293  -1.00
N -1.613 -2.959 0.859  0.35
H -1.017 -3.936 -0.886  0.31
C -2.315 -2.013 0.187  0.12
O -2.891 -1.052 0.709  -0.70
H -1.634 -1.853 2.620  0.21
H -2.314 -2.174 -0.906  0.42
H -0.131 -4.417 0.598  0.29
H -0.436 -3.192 2.550  0.34
H -4.045 3.915 -0.719  0.31
H -5.164 1.781 -1.585  0.32
C -3.171 3.619 -1.315  -1.02
C -4.218 1.522 -2.080  -0.92
N -3.100 2.175 -1.415  0.25
H -2.262 4.000 -0.846  0.25
C -2.155 1.477 -0.750  0.73
O -1.240 1.979 -0.081  -0.76
H -4.073 0.439 -2.041  0.23
H -2.268 0.388 -0.877  -0.16
H -3.302 4.035 -2.321  0.33
H -4.278 1.861 -3.124  0.31
F 0.745 -1.067 1.098  -0.90

The calculation puts the HOMO energy at -3.2 eV. The value obtained for the LUMO energy is 2.4 eV. Its frontier orbital gap is 0.2075 Eh. As for the charge: -1. The multiplicity is 1.

---

# 4
Density functional theory data (ωB97M-V with the def2-TZVPD basis set) for a structure of composition C20H34F6O22PS4 at a distorted geometry.

Last column: Mulliken charge in e.
CARTESIAN COORDINATES (ANGSTROEM)
P 0.472 1.189 -0.078  1.76
F 0.922 1.148 -1.649  -0.43
F 0.349 -0.436 0.021  -0.70
F 2.010 1.044 0.348  -0.34
F -0.013 1.344 1.447  -0.38
F 0.599 2.792 -0.157  -0.36
F -1.082 1.198 -0.573  -0.39
O 2.001 6.714 -0.520  -0.60
C 1.717 5.893 -1.339  0.48
O 2.657 5.246 -2.068  -0.41
C 2.068 4.182 -2.833  -0.26
C 0.584 4.581 -2.982  0.31
C 0.323 5.437 -1.753  -0.15
H 2.162 3.257 -2.268  0.06
H 2.549 4.147 -3.805  0.36
H -0.023 3.690 -3.131  -0.60
H 0.517 5.172 -3.897  0.46
H -0.086 4.917 -0.890  -0.08
H -0.290 6.300 -2.002  0.40
O 1.462 -0.956 4.983  -0.62
C 0.430 -1.181 4.423  0.44
O 0.412 -1.717 3.180  -0.12
C -0.941 -1.835 2.705  0.48
C -1.795 -1.934 3.980  -0.60
C -0.999 -1.018 4.916  -0.43
H -1.028 -2.681 2.029  0.04
H -1.165 -0.919 2.149  -0.37
H -1.760 -2.976 4.290  0.33
H -2.780 -1.517 3.795  0.35
H -1.071 -1.267 5.968  0.38
H -1.240 0.025 4.691  0.10
O -2.467 -4.245 0.502  -0.59
C -2.425 -3.846 -0.625  0.41
O -2.590 -4.666 -1.687  -0.38
C -2.451 -3.944 -2.917  -0.56
C -2.607 -2.462 -2.559  0.32
C -2.186 -2.412 -1.087  0.43
H -3.263 -4.242 -3.578  0.32
H -1.499 -4.182 -3.388  0.33
H -3.634 -2.111 -2.642  0.32
H -1.997 -1.819 -3.190  -0.52
H -2.870 -1.846 -0.452  0.33
H -1.181 -2.039 -0.894  -0.33
C -2.044 1.317 -3.722  0.22
C -0.871 0.513 -4.254  -0.11
O -0.698 1.152 -5.549  -0.40
S -2.136 1.267 -6.208  1.04
O -2.493 0.017 -6.781  -0.55
O -2.213 2.465 -6.945  -0.54
O -2.938 1.430 -4.832  -0.39
H -1.703 2.296 -3.385  0.13
H -2.551 0.847 -2.881  0.18
H -1.065 -0.546 -4.413  0.40
H 0.042 0.692 -3.696  -0.02
C 3.947 -1.002 2.016  -0.07
C 3.846 -2.127 3.042  -0.05
O 5.123 -2.787 2.966  -0.33
S 6.217 -1.878 2.264  1.08
O 6.487 -2.388 0.970  -0.54
O 7.308 -1.639 3.139  -0.60
O 5.314 -0.586 2.158  -0.41
H 3.295 -0.168 2.245  0.27
H 3.779 -1.393 1.011  0.11
H 3.073 -2.860 2.830  0.14
H 3.658 -1.721 4.035  0.37
C 2.216 -3.236 -0.827  -0.27
C 1.426 -3.357 0.484  0.82
O 2.016 -4.446 1.201  -0.27
S 3.215 -5.102 0.365  1.16
O 2.673 -6.111 -0.478  -0.64
O 4.299 -5.389 1.205  -0.52
O 3.498 -3.796 -0.476  -0.32
H 2.404 -2.210 -1.130  0.28
H 1.798 -3.795 -1.664  0.34
H 0.371 -3.573 0.317  -0.26
H 1.489 -2.444 1.073  -0.44
C -4.051 2.928 2.070  -0.21
C -2.550 2.748 2.307  0.80
O -2.176 3.726 3.308  -0.25
S -3.413 4.665 3.617  1.13
O -3.462 5.694 2.640  -0.55
O -3.498 4.960 4.995  -0.57
O -4.509 3.558 3.272  -0.35
H -4.563 1.976 1.986  0.35
H -4.231 3.565 1.205  0.30
H -1.914 2.956 1.445  -0.32
H -2.207 1.760 2.611  -0.36

For the relative energy (zero: lowest compared OMol25 entry of this formula, charge and spin), the calculation gives 0.000 eV. The calculation puts the HOMO energy at -8.2 eV. The value obtained for the LUMO energy is 1.6 eV. Its frontier orbital gap is 0.3616 Eh. As for the charge: -1. The multiplicity is 1.

---

# 5
Density functional theory data (ωB97M-V with the def2-TZVPD basis set) for a cluster of 6 separate species, C20H34FO13S2 in total at a distorted geometry.

Last column: Mulliken charge in e.
CARTESIAN COORDINATES (ANGSTROEM)
F -0.622 0.438 -0.589  -0.76
C -1.658 2.896 -3.466  -1.18
C -0.472 2.014 -3.324  1.02
C -0.931 0.462 -3.617  -0.79
O -0.940 0.259 -4.932  -0.30
C -0.192 1.121 -5.510  0.60
O 0.161 1.168 -6.722  -0.66
O 0.290 2.022 -4.581  -0.41
H -1.247 3.932 -3.089  0.28
H -2.232 2.592 -2.529  0.06
H -1.892 3.039 -4.425  0.50
H -0.055 2.025 -2.363  -0.21
H -1.720 0.156 -2.978  0.49
H -0.278 -0.151 -3.151  0.48
C -2.594 3.967 1.065  -1.10
C -3.333 2.664 0.788  0.59
C -2.759 1.378 1.299  0.19
O -3.626 0.906 2.366  -0.28
C -4.652 1.689 2.439  0.56
O -5.623 1.533 3.282  -0.70
O -4.554 2.668 1.652  -0.36
H -3.126 4.889 1.095  0.41
H -1.855 4.148 0.129  0.14
H -1.999 3.813 2.009  0.28
H -3.487 2.641 -0.278  0.14
H -1.573 1.433 1.611  -0.02
H -2.912 0.844 0.300  0.10
C 3.190 0.627 -1.136  -1.40
C 2.674 1.949 -0.930  0.90
C 1.793 2.064 0.367  0.83
O 2.675 2.663 1.279  -0.35
C 3.784 3.134 0.594  0.48
O 4.695 3.905 1.176  -0.71
O 3.828 2.777 -0.548  -0.27
H 3.921 0.054 -0.698  0.50
H 3.769 0.871 -2.104  0.31
H 2.383 -0.110 -1.348  0.15
H 1.965 2.384 -1.732  0.06
H 1.388 0.974 0.840  -0.60
H 0.922 2.764 0.133  0.02
C 0.988 -2.418 3.215  -0.43
C 0.362 -1.068 2.979  0.42
C 0.914 -0.061 3.855  -0.41
S 1.331 -0.836 5.311  1.21
O 0.266 -0.672 6.229  -0.69
O 2.721 -0.620 5.767  -0.71
C 1.117 -2.435 4.686  -0.96
H 2.037 -2.367 2.807  0.32
H 0.484 -3.514 2.974  0.13
H -0.633 -1.254 3.028  0.44
H 0.454 -0.530 1.932  -0.81
H 0.278 0.753 4.120  0.41
H 1.809 0.380 3.256  0.21
H 0.092 -2.667 4.999  0.41
H 1.937 -2.978 5.145  0.44
C -0.502 -4.074 -0.382  -0.83
C 0.428 -2.881 -0.781  -0.72
C 1.415 -3.461 -1.852  -1.08
S 0.348 -4.343 -2.836  1.24
O 0.885 -5.567 -3.356  -0.77
O -0.197 -3.421 -3.872  -0.66
C -0.810 -4.681 -1.710  -0.80
H -1.261 -3.709 0.411  0.30
H 0.080 -4.690 0.178  0.40
H 0.867 -2.636 0.087  0.44
H 0.066 -1.987 -0.984  0.47
H 2.084 -4.114 -1.623  0.74
H 1.847 -2.628 -2.399  0.37
H -0.807 -5.723 -1.489  0.39
H -1.710 -4.400 -2.070  0.51

For the relative energy (zero: lowest compared OMol25 entry of this formula, charge and spin), the calculation gives 3.329 eV. The calculation puts the HOMO energy at -7.2 eV. The value obtained for the LUMO energy is 1.9 eV. Its frontier orbital gap is 0.3338 Eh. As for the charge: -1. The multiplicity is 1.

---

# 6
Density functional theory data (ωB97M-V with the def2-TZVPD basis set) for a structure of composition C20H34FO5 at a distorted geometry.

Last column: Mulliken charge in e.
CARTESIAN COORDINATES (ANGSTROEM)
C 0.286 -0.942 0.508  -0.64
C 0.268 -0.524 -0.928  0.37
O 0.541 -1.621 -1.768  -0.92
H -0.481 -1.673 0.762  0.56
H 0.180 -0.027 1.091  1.07
H 1.284 -1.349 0.672  0.52
H 0.762 0.418 -1.168  -1.65
H -0.762 -0.173 -1.000  -0.99
F 0.692 -4.158 5.413  -0.34
C 0.629 -3.130 4.475  0.21
C -0.568 -2.657 4.090  -0.57
C -0.676 -1.704 3.059  -0.74
C 0.523 -1.156 2.579  1.26
C 1.761 -1.502 3.079  -0.60
C 1.805 -2.533 4.030  -0.53
H -1.491 -3.127 4.396  0.37
H -1.644 -1.412 2.681  0.47
H 0.549 -0.510 1.714  -1.33
H 2.652 -1.124 2.600  0.37
H 2.759 -2.879 4.398  0.39
C -2.750 -0.735 -1.131  -1.57
C -3.915 0.203 -0.942  0.96
O -4.786 0.261 -1.808  -0.65
C -3.933 0.950 0.399  -0.97
H -2.687 -1.593 -0.462  0.41
H -1.806 -0.233 -0.919  0.10
H -2.823 -1.122 -2.147  0.29
H -2.972 1.261 0.808  0.18
H -4.355 0.285 1.152  0.38
H -4.663 1.758 0.346  0.34
C 0.462 3.786 1.761  -1.41
C 1.160 2.993 0.714  0.59
O 2.271 3.364 0.392  -0.64
C 0.523 1.779 0.258  0.88
H -0.541 3.371 1.856  0.27
H 0.391 4.812 1.400  0.39
H 1.074 3.919 2.654  0.32
H -0.529 1.993 0.068  -1.46
H 0.541 1.045 1.064  0.85
H 1.048 1.339 -0.590  0.76
C 0.487 1.635 -2.409  -0.37
C -1.024 2.026 -2.437  0.13
O -1.506 2.811 -3.236  -0.67
C -1.841 1.548 -1.287  0.38
H 0.496 0.547 -2.466  -0.04
H 0.853 2.027 -1.459  0.13
H 1.007 2.170 -3.203  0.48
H -2.836 1.991 -1.240  0.80
H -1.326 1.912 -0.398  1.21
H -1.998 0.470 -1.316  -0.64
C 2.504 -1.511 -3.935  -1.31
C 2.486 -2.073 -2.505  1.33
O 2.176 -3.209 -2.188  -0.65
C 2.958 -1.185 -1.356  -0.74
H 1.860 -2.025 -4.649  0.30
H 3.548 -1.565 -4.243  0.40
H 2.199 -0.465 -3.970  0.22
H 3.160 -1.761 -0.453  0.34
H 2.213 -0.421 -1.134  -0.09
H 3.807 -0.576 -1.667  0.51

The calculation puts the HOMO energy at -4.2 eV. The value obtained for the LUMO energy is 2.4 eV. Its frontier orbital gap is 0.2419 Eh. As for the charge: -1. The multiplicity is 1.